# 1
This record from the Open Molecules 2025 dataset describes a molecular structure, C13H11Cl2FeN2O5S3. The level of theory is wB97M-V/def2-TZVPD.

E_HOMO (alpha / beta): -0.0481 / -0.0481 Ha
expectation value of S²: 0.7542
net charge: -2
multiplicity: 2

Positions of all 37 atoms, in Å:
Fe: 0.8145 0.2062 0.8527
O: 3.0460 2.5121 2.5401
S: 2.7709 1.9628 1.2226
O: 3.6828 2.5120 0.2012
O: 2.8253 0.4495 1.1932
O: 1.3308 2.1991 0.7920
O: 0.3474 0.4942 2.7575
N: -0.6911 1.2631 2.9518
C: -0.7662 1.8850 4.1477
C: -1.8414 2.6562 4.5057
C: -2.8819 2.8067 3.5848
C: -2.7793 2.1938 2.3613
C: -1.6651 1.4107 1.9968
S: -1.4780 0.6642 0.4799
H: 0.1041 1.7085 4.7610
H: -1.8499 3.1349 5.4747
H: -3.7501 3.4101 3.8221
H: -3.5530 2.2985 1.6129
Cl: 1.4057 -4.8976 -2.4561
C: 0.2914 -4.7867 -1.1688
Cl: 0.6751 -2.1589 1.1056
H: 0.5044 -4.0850 -0.3683
H: -0.6838 -5.1988 -1.3718
S: 2.2273 0.6889 -3.4680
C: 2.1595 0.7620 -1.7326
N: 1.2482 0.0371 -1.1807
C: 0.5058 -0.6572 -2.1387
C: -0.5518 -1.5307 -1.8762
C: -1.1805 -2.1425 -2.9415
C: -0.7760 -1.9079 -4.2612
C: 0.2699 -1.0492 -4.5333
C: 0.9046 -0.4260 -3.4607
H: 2.8535 1.3991 -1.1803
H: -0.8247 -1.7174 -0.8458
H: -1.9997 -2.8255 -2.7510
H: -1.2849 -2.4080 -5.0773
H: 0.5901 -0.8633 -5.5513

Atomic forces in eV per Å
Fe 0.3 0.4 -0.4
O 0.0 0.0 0.0
S -0.1 0.0 -0.1
O 0.0 0.0 0.0
O 0.0 0.0 0.2
O -0.1 -0.1 0.0
O 0.0 -0.1 0.0
N 0.1 0.0 0.1
C 0.0 0.0 0.0
C 0.0 0.0 0.0
C 0.0 0.0 0.0
C 0.0 0.0 0.0
C -0.1 0.1 0.0
S 0.1 -0.1 0.1
H 0.0 0.0 0.0
H 0.0 0.0 0.0
H 0.0 0.0 0.0
H 0.0 0.0 0.0
Cl 0.0 0.0 0.0
C 0.0 0.0 0.0
Cl 0.0 -0.2 0.1
H 0.0 0.0 -0.1
H 0.0 0.0 0.0
S 0.0 0.0 0.0
C 0.1 0.0 0.1
N -0.2 0.0 0.0
C 0.1 -0.1 0.0
C 0.0 0.1 0.0
C 0.0 0.0 0.0
C 0.0 0.0 0.0
C 0.0 0.0 0.0
C 0.0 0.0 0.0
H 0.0 0.0 0.0
H 0.0 0.0 0.0
H 0.0 0.0 0.0
H 0.0 0.0 0.0
H 0.0 0.0 0.0

These are the Löwdin partial charges, in e, on atoms 1 to 5:
1. Fe 0.03
2. O -0.37
3. S 0.29
4. O -0.41
5. O -0.42

=====

# 2
This record from the Open Molecules 2025 dataset describes a molecular structure, C13H11F6N3NiO6S4. The level of theory is wB97M-V/def2-TZVPD.

energy above the lowest of the compared OMol25 structures with the same formula, charge and spin: 30.68 kcal/mol
E_HOMO (alpha / beta): -0.0113 / -0.0143 Ha
net charge: -2

Positions of all 44 atoms, in Å:
Ni: -0.6472 -1.2363 -0.6810
O: -2.0958 2.7103 2.9466
C: -2.2445 3.4292 1.8259
C: -2.7603 4.7231 1.9444
C: -2.9306 5.5218 0.8277
C: -2.5911 5.0452 -0.4335
C: -2.0850 3.7610 -0.5541
C: -1.9032 2.9350 0.5497
C: -1.3567 1.5535 0.3006
O: -1.1412 1.1776 -0.8601
N: -1.1416 0.8464 1.4241
N: -0.6834 -0.4203 1.1690
C: -0.4600 -1.1284 2.2040
S: 0.2007 -2.7481 2.1118
C: -0.5317 -3.2232 3.7039
C: -0.3126 -2.0775 4.6741
S: -0.7965 -0.5320 3.8465
H: -1.6890 1.8293 2.6493
H: -3.0171 5.0777 2.9353
H: -3.3300 6.5236 0.9431
H: -2.7208 5.6680 -1.3103
H: -1.8131 3.3445 -1.5161
H: -0.0451 -4.1375 4.0461
H: -1.5984 -3.4153 3.5752
H: 0.7355 -2.0258 4.9720
H: -0.9305 -2.1849 5.5674
F: 3.1297 -3.9892 -1.8232
C: 1.9117 -3.4137 -1.8630
F: 1.2364 -3.8385 -0.7882
F: 1.2960 -3.8570 -2.9517
S: 2.0646 -1.5344 -1.8670
O: 1.7540 -1.1364 -0.4986
O: 1.1859 -1.0509 -2.9305
N: 3.6166 -1.2855 -2.1056
S: 4.2938 -1.3946 -3.5168
O: 3.7782 -2.4235 -4.3778
O: 5.7182 -1.2849 -3.3651
C: 3.8422 0.1973 -4.3982
F: 4.8797 0.6033 -5.1551
F: 3.5660 1.1799 -3.5412
F: 2.8042 0.0443 -5.2101
C: -2.0290 -2.3862 -0.9031
H: -2.0956 -3.4210 -0.5301
H: -3.0633 -2.0262 -1.0360

Atomic forces in eV per Å
Ni -1.3 -0.4 0.6
O 0.1 -0.3 0.0
C 0.0 0.0 -0.2
C 0.0 0.0 0.0
C 0.0 0.0 0.0
C 0.0 0.0 0.0
C 0.0 0.0 0.0
C -0.1 0.1 0.1
C 0.2 -0.2 -0.2
O 0.0 0.1 0.1
N -0.1 0.2 0.1
N 0.2 -0.2 0.2
C 0.0 0.2 -0.1
S -0.1 -0.1 0.1
C 0.0 0.0 -0.1
C 0.0 0.1 0.0
S 0.0 -0.1 0.0
H -0.1 0.1 0.0
H 0.0 0.0 0.0
H 0.0 0.0 0.0
H 0.0 0.0 0.0
H 0.0 0.0 0.0
H 0.0 0.0 0.0
H 0.0 0.0 0.0
H 0.0 0.0 0.0
H 0.0 0.0 0.0
F -0.2 0.1 0.1
C -0.1 -0.4 0.1
F 0.2 0.2 -0.3
F 0.0 0.1 0.0
S -1.0 0.9 -0.6
O 0.2 -0.4 -1.0
O 1.3 -0.7 1.2
N -0.2 0.0 0.1
S 0.0 0.0 -0.2
O 0.0 0.0 0.0
O 0.0 0.0 0.1
C 0.0 0.0 0.0
F 0.1 0.0 0.0
F 0.0 0.0 0.1
F -0.1 -0.1 -0.1
C 0.7 0.4 -0.2
H 0.1 0.0 0.1
H 0.0 0.0 -0.1

These are the Löwdin partial charges, in e, on atoms 1 to 5:
1. Ni 0.25
2. O 0.01
3. C -0.29
4. C -0.04
5. C -0.13

=====

# 3
This record from the Open Molecules 2025 dataset describes a single C13H11FIN3 molecule. The level of theory is wB97M-V/def2-TZVPD.

energy above the lowest of the compared OMol25 structures with the same formula, charge and spin: 29.15 kcal/mol
E_HOMO: -0.2942 Ha
net charge: 0

Positions of all 29 atoms, in Å:
F: 3.9595 2.9310 -1.7654
I: 1.0516 4.4781 2.8266
N: -2.4352 -2.0788 0.2111
C: -1.7741 -2.0222 1.3894
C: -1.8642 -1.2426 -0.6136
C: 0.4006 0.1529 -0.8176
C: 1.1713 -0.2115 -1.8470
C: -0.6238 -0.6965 -0.1213
C: 2.4400 3.6635 0.0948
C: 0.5292 2.3264 0.6534
C: 2.7790 2.8326 -1.0260
C: 1.4338 3.3494 0.9831
C: 0.8951 1.4473 -0.3856
C: 2.0079 1.7148 -1.2207
N: 2.2243 0.6357 -2.0714
N: -0.6608 -1.1518 1.1946
C: -0.0854 -0.0889 3.3156
C: 0.4374 -1.0514 2.3145
H: -2.0398 -2.5133 2.2496
H: -2.2353 -1.0287 -1.6530
H: 0.8819 -1.1223 -2.4005
H: 2.8944 4.6462 0.3050
H: -0.3586 2.0845 1.2285
H: 2.8948 0.7003 -2.8377
H: -0.8845 -0.4692 4.0184
H: 0.7744 0.1268 3.9825
H: -0.4595 0.7555 2.7401
H: 0.5664 -1.9945 2.8374
H: 1.4258 -0.8269 1.7614

Atomic forces in eV per Å
F -1.7 0.5 0.9
I 0.3 -0.6 -1.4
N -1.0 -0.7 3.0
C 1.9 3.0 -5.4
C 2.9 1.9 -2.6
C -1.1 0.5 2.3
C -0.3 -2.4 -1.3
C -2.7 -0.7 -0.1
C 1.8 0.9 -1.0
C 0.9 -0.7 0.3
C 0.6 0.7 1.6
C -2.2 -0.6 -0.1
C 0.0 0.5 0.1
C 0.3 -0.4 0.2
N -0.4 1.2 -0.1
N 1.1 -1.9 2.1
C 0.5 0.6 1.4
C -0.6 -0.5 -2.7
H -0.2 -0.9 1.9
H 0.3 -0.4 1.3
H 1.1 0.6 0.0
H 0.5 -0.9 -0.5
H 0.2 0.2 0.1
H -0.7 -0.4 0.4
H 0.7 0.1 -1.2
H -0.5 0.6 -0.3
H 0.1 0.4 0.8
H -0.1 -0.5 -0.6
H -1.6 0.1 1.1

These are the Löwdin partial charges, in e, on atoms 1 to 5:
1. F 0.03
2. I 0.75
3. N 0.02
4. C -0.10
5. C -0.16

=====

# 4
This record from the Open Molecules 2025 dataset describes a single C13H11FN2O3S molecule. The level of theory is wB97M-V/def2-TZVPD.

E_HOMO: -0.3544 Ha
net charge: 0

Positions of all 31 atoms, in Å:
O: -0.1725 -0.3985 -1.7045
C: 0.3864 0.5401 -1.1850
N: -0.1655 1.7956 -1.1019
H: 0.2872 2.4499 -0.4660
N: -1.5504 1.8973 -1.1573
H: -1.8716 2.7352 -1.6254
S: -2.2241 1.6808 0.4007
O: -3.5231 2.2776 0.3791
O: -1.2482 2.1608 1.3470
C: -2.3144 -0.0925 0.4747
C: -1.4359 -0.7895 1.2775
C: -1.4687 -2.1740 1.2588
C: -2.3729 -2.8302 0.4395
C: -3.2517 -2.1134 -0.3583
C: -3.2231 -0.7297 -0.3446
H: -3.8838 -0.1357 -0.9544
H: -3.9504 -2.6326 -0.9960
H: -2.3903 -3.9097 0.4193
H: -0.7851 -2.7373 1.8755
H: -0.7439 -0.2437 1.8995
C: 1.7643 0.4620 -0.6195
C: 2.0792 1.0611 0.5986
C: 3.3505 0.9303 1.1277
C: 4.2948 0.2019 0.4250
C: 4.0003 -0.4177 -0.7775
C: 2.7235 -0.2916 -1.2901
H: 2.4526 -0.7708 -2.2178
H: 4.7605 -0.9872 -1.2879
F: 5.5352 0.0824 0.9342
H: 3.6150 1.3799 2.0716
H: 1.3262 1.5992 1.1576

Atomic forces in eV per Å
O 0.1 0.0 0.0
C 0.2 -0.4 -0.4
N -0.1 0.6 0.1
H -0.1 -0.2 -0.2
N -0.2 -0.3 0.7
H -0.1 0.0 0.1
S 0.3 0.4 -0.3
O -0.1 -0.2 -0.3
O -0.1 -0.4 0.0
C 0.1 0.6 0.1
C 0.1 0.1 0.2
C 0.0 0.0 0.0
C 0.1 0.0 0.0
C -0.1 0.2 0.0
C -0.2 -0.1 -0.1
H -0.1 0.0 -0.1
H -0.1 0.0 -0.1
H 0.0 -0.1 0.0
H 0.1 0.0 0.1
H 0.1 0.0 0.1
C 0.1 -0.1 0.1
C 0.0 -0.1 -0.2
C 0.3 -0.1 0.0
C -0.2 0.0 0.0
C 0.1 0.0 0.1
C -0.1 0.1 0.1
H 0.0 -0.1 -0.1
H 0.1 0.0 0.0
F -0.1 0.0 0.0
H 0.0 0.0 0.1
H -0.1 0.1 0.1

These are the Löwdin partial charges, in e, on atoms 1 to 5:
1. O 0.10
2. C -0.45
3. N 0.01
4. H 0.13
5. N -0.10

=====

# 5
This record from the Open Molecules 2025 dataset describes a molecular structure, C13H11N. The level of theory is wB97M-V/def2-TZVPD.

energy above the lowest of the compared OMol25 structures with the same formula, charge and spin: 111.85 kcal/mol
E_HOMO: -0.2825 Ha
net charge: 0

Positions of all 25 atoms, in Å:
C: -0.5225 -1.0624 0.8765
C: 0.9866 -0.8966 0.5305
C: 1.8828 -1.8772 0.8357
C: 3.3140 -1.8116 0.4408
C: 3.6143 -0.8669 -0.4012
C: 2.7667 0.2445 -0.7076
C: 1.5508 0.1482 -0.2085
C: -0.8740 1.1598 -0.1827
C: -1.6993 2.0753 -0.7656
C: -3.1274 2.0403 -0.9065
C: -3.6703 0.8806 -0.3160
C: -2.8542 -0.1327 0.2193
C: -1.5144 0.0294 0.3235
H: -0.6926 -1.2402 2.0155
H: -0.9100 -2.0416 0.3016
H: 1.5996 -2.7371 1.2359
H: 4.0068 -2.5481 0.8513
H: 4.7164 -0.9375 -0.4864
H: 3.0860 0.9096 -1.5977
H: 1.0693 2.4499 -0.0633
H: -1.2912 2.8153 -1.5004
H: -4.0001 2.7333 -0.9969
H: -4.7285 0.4804 -0.0513
H: -3.2213 -1.0628 0.7884
N: 0.5124 1.2483 -0.2349

Atomic forces in eV per Å
C -1.6 -1.5 -0.4
C 0.4 -1.7 0.3
C 3.0 2.2 -1.9
C -4.8 -2.4 2.8
C 3.4 2.5 -0.7
C 3.1 -0.5 -3.1
C -6.5 3.3 1.5
C -0.3 -0.7 -0.4
C -1.4 3.4 -3.5
C -1.2 -2.6 3.2
C -1.3 -2.4 1.3
C -0.3 -1.0 1.3
C 3.5 -1.1 0.8
H 0.4 0.3 -2.0
H 1.1 1.8 1.5
H -1.5 -3.5 2.3
H -0.2 0.2 -0.4
H -0.5 1.1 -1.4
H -0.7 -0.6 2.1
H -2.7 -5.2 -1.0
H 0.4 -0.2 1.3
H 1.9 0.4 -1.0
H 1.2 2.0 -1.3
H 0.0 1.5 -1.3
N 4.8 4.7 -0.1

These are the Löwdin partial charges, in e, on atoms 1 to 5:
1. C -0.04
2. C -0.17
3. C -0.01
4. C -0.09
5. C -0.14

=====

# 6
This record from the Open Molecules 2025 dataset describes a molecular structure, C13H13AsBr2F6N2O4SeV. The level of theory is wB97M-V/def2-TZVPD.

energy above the lowest of the compared OMol25 structures with the same formula, charge and spin: 28.64 kcal/mol
E_HOMO (alpha / beta): -0.3365 / -0.3518 Ha
expectation value of S²: 3.7897
net charge: 0
multiplicity: 4

Positions of all 43 atoms, in Å:
V: -0.3063 -0.2072 0.1860
C: -0.4262 -1.9098 -2.5180
N: 0.0971 -1.8790 -1.1670
C: 1.0057 -2.6954 -0.7883
C: 1.6014 -2.4233 0.4863
C: 2.6792 -3.0324 1.2045
C: 2.8377 -2.2842 2.3273
C: 1.8401 -1.2246 2.2662
N: 1.1279 -1.3268 1.1661
C: -1.9313 -1.8664 -2.5513
C: -2.6800 -2.8618 -1.9369
C: -4.0625 -2.7973 -1.9481
C: -4.7044 -1.7370 -2.5735
C: -3.9613 -0.7428 -3.1906
C: -2.5753 -0.8079 -3.1786
H: -0.0049 -2.7450 -3.0856
H: -0.0503 -0.9728 -2.9423
H: 1.3434 -3.5277 -1.4030
H: 3.2305 -3.9070 0.9024
H: 3.5474 -2.4255 3.1254
H: 1.6376 -0.4463 2.9879
H: -2.1833 -3.6753 -1.4208
H: -4.6413 -3.5658 -1.4534
H: -5.7850 -1.6817 -2.5702
H: -4.4577 0.0886 -3.6733
H: -1.9907 -0.0269 -3.6533
Br: -0.0094 3.7500 0.7327
C: -1.8356 3.2281 0.4617
Br: -2.0541 1.9715 -0.9894
H: -2.4041 4.1099 0.1995
H: -2.2068 2.7312 1.3491
O: -2.0567 -1.0644 0.5432
Se: -2.3706 -0.2118 1.9897
O: -2.4060 -1.2085 3.2335
O: -0.8503 0.5858 1.8926
O: -3.5480 0.8579 1.8351
F: 0.7993 0.6275 -1.0357
As: 2.0238 0.2867 -4.4184
F: 2.7390 -0.7005 -3.2366
F: 1.4605 -1.1501 -5.1570
F: 3.1744 0.6340 -5.5788
F: 0.5486 0.9975 -4.8551
F: 2.3281 1.6260 -3.4324

Atomic forces in eV per Å
V 0.0 0.5 0.0
C 0.1 0.1 0.0
N 0.0 0.0 0.1
C -0.1 -0.1 -0.1
C 0.1 0.0 0.0
C 0.0 0.0 0.1
C 0.0 0.0 0.0
C -0.1 0.0 0.1
N 0.0 -0.1 -0.1
C 0.0 0.0 0.0
C 0.0 0.0 0.0
C 0.0 0.0 0.0
C 0.0 0.0 0.0
C 0.0 0.0 0.0
C 0.0 0.0 0.0
H 0.0 0.0 0.0
H -0.1 -0.1 -0.1
H 0.0 0.0 0.0
H 0.0 0.0 0.0
H 0.0 0.0 0.0
H 0.0 0.0 0.0
H 0.0 0.0 0.0
H 0.0 0.0 0.0
H 0.0 0.0 0.0
H 0.0 0.0 0.0
H 0.0 0.0 0.0
Br 0.0 0.0 0.0
C 0.0 0.0 0.0
Br 0.0 -0.1 -0.1
H 0.0 0.0 0.0
H 0.0 0.0 0.0
O 0.0 0.0 0.0
Se 0.3 -0.2 -0.2
O 0.0 0.0 0.1
O 0.2 0.0 -0.2
O -0.1 0.1 0.0
F -0.3 -0.2 0.2
As 0.1 0.1 0.1
F -0.1 0.0 0.0
F 0.0 0.0 0.0
F 0.0 0.0 0.0
F 0.0 -0.1 0.1
F 0.1 0.1 0.0

These are the Löwdin partial charges, in e, on atoms 1 to 5:
1. V 0.88
2. C -0.15
3. N 0.00
4. C -0.03
5. C -0.18